(1)
The following is a quantum chemistry calculation of a gas-phase ion, C7H7BrClN3 (charge +2) at a distorted geometry, from the OMol25 dataset.

Structure (XYZ):
```
19
Properties=species:S:1:pos:R:3:nbo_charge:R:1
C -1.38 -1.68 0.81 -0.300
C 0.87 2.19 0.50 0.020
C 1.62 1.16 0.01 -0.004
C -1.84 -0.59 0.21 -0.078
C 0.05 -1.82 1.05 0.226
C -0.58 0.61 0.02 0.592
C 0.60 -0.31 -1.69 -0.428
N 1.01 -1.14 0.53 -0.244
N -0.52 1.84 0.49 -0.460
N 0.74 0.09 -0.24 -0.209
Cl 0.72 -3.06 1.98 0.251
Br -3.56 -0.13 -0.30 0.341
H -1.79 -2.61 1.13 0.315
H 1.11 3.14 0.86 0.288
H 2.71 0.99 0.09 0.325
H 0.28 0.62 -2.29 0.265
H 1.53 -0.93 -2.09 0.321
H -0.23 -0.90 -1.83 0.242
H -1.35 2.53 0.76 0.537
```

Properties
molecular weight: 248.5 u
net charge: +2
Kohn-Sham gap: 7.682 eV
E_tot: -94384.267 eV
SMILES: C[N@@+]12C=C[NH+]=C1C(Br)=CC(Cl)=N2
LUMO energy: -10.4 eV

***

(2)
The following is a quantum chemistry calculation of C8H15O3PS in the gas phase at a distorted geometry, from the OMol25 dataset.

Structure (XYZ):
```
28
Properties=species:S:1:pos:R:3:nbo_charge:R:1
C 2.35 -1.81 0.23 -0.636
C 2.04 -0.56 -0.60 -0.076
O 0.67 -0.50 -1.00 -0.537
C -0.15 0.40 -0.32 -0.097
P -1.95 -0.03 -0.73 0.796
C -1.78 -1.48 -1.83 -0.925
C -2.61 -0.83 0.79 -0.940
C 0.08 1.87 -0.69 -0.475
C 0.01 2.59 0.66 0.000
S 1.73 2.93 1.22 -0.083
O -0.61 1.66 1.55 -0.531
C -0.06 0.44 1.20 0.780
O 0.36 -0.36 2.01 -0.542
H 3.22 -2.30 -0.16 0.205
H 1.49 -2.47 0.21 0.224
H 2.53 -1.53 1.27 0.222
H 2.62 -0.61 -1.51 0.181
H 2.35 0.35 -0.08 0.184
H -1.12 -1.29 -2.66 0.249
H -2.78 -1.69 -2.20 0.233
H -1.46 -2.36 -1.27 0.224
H -2.34 -0.30 1.69 0.245
H -2.30 -1.87 0.84 0.224
H -3.69 -0.80 0.70 0.239
H 1.04 2.04 -1.15 0.233
H -0.68 2.25 -1.36 0.237
H -0.52 3.53 0.66 0.216
H 1.56 2.74 2.54 0.149
```

Properties
molecular weight: 222.2 u
Kohn-Sham gap: 9.408 eV
E_tot: -34804.911 eV
SMILES: CCO[C@]1(P(C)C)C[C@H](S)OC1=O
LUMO energy: 0.7 eV

***

(3)
The following is a quantum chemistry calculation of a gas-phase ion, C4H10N6S (charge +2) at a distorted geometry, from the OMol25 dataset.

Structure (XYZ):
```
21
Properties=species:S:1:pos:R:3:nbo_charge:R:1
C -1.80 -0.89 -0.01 0.542
C 1.39 -0.13 -0.30 0.554
C -2.88 0.07 0.13 -0.644
C -0.86 0.97 -0.81 -0.035
N 0.44 -0.93 -0.80 -0.468
N -0.72 -0.35 -0.51 -0.206
N 1.14 1.08 0.07 -0.498
N 2.58 -0.77 -0.29 -0.813
N -1.67 -2.11 0.50 -0.706
N 2.10 1.81 0.86 -0.494
S -2.26 1.65 -0.41 0.664
H -3.74 -0.30 -0.59 0.335
H -3.28 0.01 1.10 0.306
H -0.20 1.46 -1.58 0.319
H 2.35 -1.66 -0.79 0.443
H 3.56 -0.49 -0.27 0.432
H -2.48 -2.82 0.61 0.473
H -0.70 -2.59 0.14 0.474
H 2.07 1.74 1.85 0.437
H 1.95 2.77 0.57 0.452
H 3.00 1.48 0.50 0.431
```

Properties
molecular weight: 174.2 u
net charge: +2
Kohn-Sham gap: 8.027 eV
E_tot: -24065.794 eV
LUMO energy: -8.5 eV

***

(4)
The following is a quantum chemistry calculation of a molecular structure, C54H47Cl2N2O4SiTeTi at a distorted geometry, from the OMol25 dataset.

Structure (XYZ):
```
112
Properties=species:S:1:pos:R:3:mulliken_charge:R:1
Ti 0.23 0.56 0.80 -0.747
C 6.30 3.74 -0.36 -1.771
C 5.10 2.82 -0.26 -0.496
C 5.26 1.45 -0.33 -0.451
C 4.16 0.58 -0.28 0.980
C 4.32 -0.89 -0.49 0.449
O 3.47 -1.71 -0.22 -0.578
C 5.62 -1.38 -1.04 0.395
C 6.21 -2.49 -0.43 -0.568
C 7.43 -2.98 -0.88 -0.739
C 8.05 -2.38 -1.97 -0.422
C 7.44 -1.32 -2.62 -0.847
C 6.24 -0.82 -2.16 -0.069
C 2.87 1.12 -0.06 0.244
O 1.83 0.34 0.12 -0.364
C 2.68 2.54 -0.08 0.435
C 3.83 3.35 -0.17 -1.066
C 1.37 3.12 -0.14 0.961
N 0.26 2.34 -0.13 0.272
C -1.02 2.90 -0.57 -1.182
C -1.88 3.43 0.57 -0.869
Te -1.91 1.99 2.17 0.552
C -0.48 3.23 3.23 0.304
C 0.84 2.84 3.46 1.469
C 1.69 3.64 4.21 -1.094
C 1.25 4.86 4.70 -0.716
C -0.04 5.28 4.44 -0.918
C -0.91 4.46 3.72 -0.547
C 1.25 4.61 -0.21 -0.909
C 1.43 5.34 0.96 0.138
C 1.24 6.71 0.98 -0.942
C 0.84 7.37 -0.17 -0.510
C 0.70 6.67 -1.35 -0.958
C 0.92 5.30 -1.38 0.112
H 7.23 3.17 -0.39 0.365
H 6.34 4.42 0.49 0.354
H 6.25 4.34 -1.26 0.353
H 6.25 1.04 -0.41 0.447
H 5.70 -2.95 0.41 0.432
H 7.89 -3.82 -0.38 0.389
H 9.01 -2.75 -2.32 0.391
H 7.91 -0.88 -3.49 0.402
H 5.76 0.01 -2.67 0.511
H 3.71 4.43 -0.19 0.628
H -1.56 2.10 -1.08 0.460
H -0.87 3.70 -1.29 0.511
H -2.90 3.62 0.23 0.649
H -1.46 4.34 0.98 0.496
H 1.21 1.90 3.08 -0.512
H 2.71 3.31 4.40 0.482
H 1.92 5.48 5.29 0.372
H -0.39 6.24 4.80 0.420
H -1.93 4.78 3.55 0.480
H 1.73 4.82 1.87 0.671
H 1.38 7.26 1.91 0.444
H 0.67 8.44 -0.15 0.384
H 0.41 7.18 -2.26 0.404
H 0.85 4.76 -2.32 0.526
Cl 0.33 -2.22 -0.14 0.041
C -1.40 -2.22 -0.15 0.700
C -2.18 -3.37 -0.23 -0.890
C -3.55 -3.26 -0.18 0.810
Cl -4.51 -4.68 -0.39 -0.279
C -4.18 -2.01 0.02 0.210
C -5.58 -1.83 0.11 -0.980
C -6.07 -0.58 0.37 -0.848
C -5.18 0.49 0.56 -0.376
N -3.88 0.37 0.44 0.012
C -3.37 -0.85 0.15 -0.079
C -1.96 -0.96 -0.05 -0.187
O -1.21 0.13 -0.14 -0.321
H -1.72 -4.34 -0.33 0.578
H -6.23 -2.67 -0.03 0.433
H -7.14 -0.40 0.42 0.413
H -5.54 1.47 0.84 0.435
C 0.05 -1.50 6.47 -1.909
C -0.43 -0.58 5.34 2.203
C -0.43 0.87 5.85 -1.649
C -1.88 -0.95 4.99 -1.540
Si 0.69 -0.92 3.81 -1.712
O 0.22 -0.15 2.45 2.053
C 2.51 -0.48 4.05 0.809
C 3.05 0.23 5.13 -0.456
C 4.40 0.53 5.18 -0.695
C 5.25 0.12 4.17 -0.901
C 4.73 -0.59 3.09 -0.440
C 3.38 -0.87 3.03 0.054
C 0.52 -2.78 3.53 0.772
C 1.48 -3.69 3.98 -0.332
C 1.29 -5.06 3.82 -0.675
C 0.14 -5.54 3.21 -0.863
C -0.82 -4.65 2.75 -0.879
C -0.62 -3.28 2.91 -0.621
H -0.57 -1.37 7.36 0.491
H 1.08 -1.27 6.75 0.288
H 0.01 -2.55 6.18 0.371
H -1.04 0.93 6.76 0.679
H -0.86 1.55 5.12 0.237
H 0.57 1.22 6.10 0.152
H -2.53 -0.76 5.85 0.495
H -1.97 -2.00 4.73 0.340
H -2.25 -0.34 4.16 0.136
H 2.41 0.55 5.94 0.092
H 4.80 1.08 6.03 0.458
H 6.31 0.35 4.21 0.421
H 5.40 -0.91 2.30 0.390
H 2.99 -1.43 2.18 0.475
H 2.38 -3.33 4.46 0.419
H 2.04 -5.76 4.17 0.442
H -0.01 -6.61 3.09 0.397
H -1.72 -5.01 2.28 0.525
H -1.37 -2.59 2.54 0.695
```

Properties
molecular weight: 1062.4 u
Kohn-Sham gap (alpha / beta): 5.147 / 7.864 eV
2S+1: 2
E_tot: -131267.543 eV
LUMO energy (alpha / beta): -0.3 / -0.2 eV

***

(5)
The following is a quantum chemistry calculation of a molecular structure, C13H13BBrF13INO5PV at a distorted geometry, from the OMol25 dataset.

Structure (XYZ):
```
50
Properties=species:S:1:pos:R:3:nbo_charge:R:1
O -2.33 4.42 -0.13 -0.415
C -2.21 3.30 -0.61 0.751
O -3.08 2.98 -1.50 -0.347
C -1.03 2.33 -0.24 -0.246
C -0.25 2.09 -1.61 -0.428
C 0.08 0.60 -1.99 -0.467
C 1.64 0.35 -1.83 0.651
F 2.14 0.92 -0.67 -0.321
F 2.20 0.96 -2.94 -0.317
C 2.03 -1.17 -1.90 0.587
F 1.69 -1.65 -3.15 -0.289
F 1.19 -1.84 -1.01 -0.341
C 3.57 -1.49 -1.65 0.592
F 4.36 -0.37 -1.74 -0.286
F 3.98 -2.28 -2.70 -0.282
C 3.88 -2.13 -0.24 0.583
F 5.23 -1.99 -0.05 -0.280
F 3.29 -1.38 0.75 -0.311
C 3.58 -3.68 -0.12 0.565
F 2.74 -4.18 -1.08 -0.299
F 4.76 -4.37 -0.21 -0.273
C 2.92 -4.06 1.28 0.930
F 3.69 -3.68 2.32 -0.288
F 2.82 -5.42 1.31 -0.299
F 1.65 -3.56 1.36 -0.323
B -0.13 3.23 0.85 1.201
O -0.70 3.62 2.06 -0.866
O 1.21 3.58 0.64 -0.875
N -1.46 1.14 0.48 -0.516
C -2.72 1.29 1.23 -0.301
C -4.03 0.83 0.40 -0.421
C -5.02 0.22 1.50 -0.497
I -4.64 -1.86 1.97 0.014
P -0.17 0.29 1.38 1.295
O -0.62 -1.33 1.22 -0.936
Br -0.20 0.65 3.57 -0.090
H 0.72 2.66 -1.67 0.283
H -0.86 2.50 -2.46 0.283
H -0.53 -0.19 -1.49 0.209
H -0.10 0.48 -3.09 0.283
H 0.03 3.79 2.70 0.531
H 1.18 4.51 0.33 0.534
H -2.67 0.54 2.07 0.228
H -2.85 2.28 1.74 0.285
H -3.80 0.06 -0.37 0.233
H -4.59 1.72 -0.01 0.276
H -4.91 0.89 2.40 0.252
H -6.06 0.42 1.12 0.274
H -1.09 -1.37 0.36 0.503
V -4.54 -4.61 1.43 0.971
```

Properties
molecular weight: 809.8 u
net charge: +2
Kohn-Sham gap: 3.081 eV
E_tot: -174518.442 eV
LUMO energy: -11.4 eV

***

(6)
The following is a quantum chemistry calculation of a gas-phase ion, C6H11N (charge -1) at a distorted geometry, from the OMol25 dataset.

Structure (XYZ):
```
18
Properties=species:S:1:pos:R:3:nbo_charge:R:1
C 1.71 -1.24 0.00 -0.623
N 0.80 0.63 -1.92 -0.859
C 0.03 0.50 -0.69 0.193
C 0.48 -0.38 0.28 -0.297
C 0.18 -0.15 1.72 -0.606
C -2.30 0.63 0.16 -0.328
C -1.20 1.19 -0.62 -0.642
H 2.57 -0.64 -0.29 0.181
H 1.61 -2.04 -0.77 0.166
H 1.89 -1.89 0.86 0.190
H 0.19 1.11 -2.56 0.345
H 0.93 -0.29 -2.28 0.346
H 0.44 0.83 2.17 0.165
H -0.89 -0.30 1.96 0.196
H 0.69 -0.85 2.39 0.172
H -2.68 1.04 1.11 0.116
H -2.96 -0.16 -0.21 0.117
H -1.49 2.00 -1.30 0.168
```

Properties
molecular weight: 97.2 u
net charge: -1
Kohn-Sham gap (alpha / beta): 5.277 / 5.272 eV
2S+1: 2
E_tot: -7886.960 eV
LUMO energy (alpha / beta): 4.3 / 4.3 eV